Here is C25H26FN3O8Zn as an isolated structure from the OMol25 dataset. Energies are from the ωB97M-V functional and the def2-TZVPD basis.

The largest force on an atom is 0.007 hartree/bohr. As for the gap between HOMO and LUMO: 5.1978 eV.

Cartesian coordinates (Å):
Zn -0.130 -0.124 3.443
F -2.506 -0.649 -3.001
O 1.838 -0.202 3.263
O 3.882 0.056 2.411
O 0.005 -0.200 5.732
O -3.488 -2.118 4.044
O -1.249 1.475 3.599
O -3.353 2.008 4.116
O -1.379 -1.627 3.511
O -0.228 -0.072 1.292
N 2.764 -0.282 -1.448
N -2.146 1.038 -6.661
N -0.457 -0.632 -5.041
C -0.761 0.559 7.782
C -2.757 -0.074 -5.838
C 3.035 -0.221 -0.109
C -0.899 1.586 -6.012
C -0.760 0.896 6.292
C 1.116 -0.493 -3.228
C -1.193 -0.545 -2.645
C 0.722 -0.185 0.525
C -0.206 -0.555 -3.637
C 0.087 0.437 -5.852
C 0.434 -0.331 -0.917
C 3.844 -0.323 -2.399
C -2.217 -0.898 5.644
C 2.668 -0.076 2.310
C -2.299 1.445 4.355
C 1.449 -0.361 -1.875
C -1.696 -1.143 -5.592
C -0.824 -0.987 7.746
C -2.414 -1.596 4.288
C 2.119 -0.173 0.884
C -0.848 -1.255 6.243
C 4.038 0.850 -3.318
C 5.006 0.594 -2.199
C -0.892 -0.440 -1.318
C -2.152 0.679 5.681
H -3.090 0.385 -4.913
H -1.199 1.987 -5.043
H 3.358 1.682 -3.195
H -3.029 -1.249 6.280
H -0.289 1.834 6.017
H -2.116 -1.917 -4.955
H 0.060 -1.430 8.202
H -2.934 1.062 6.335
H 5.988 0.211 -2.431
H 0.156 0.907 8.255
H 1.001 0.827 -5.413
H 4.350 0.650 -4.334
H -1.900 0.675 -7.585
H -1.668 -0.428 -0.561
H 4.081 -0.187 0.165
H 0.346 0.043 -6.843
H -1.707 -1.395 8.239
H -1.608 1.014 8.295
H 4.055 -1.309 -2.800
H 4.967 1.264 -1.351
H 1.897 -0.570 -3.970
H -0.453 -2.215 5.926
H -2.830 1.781 -6.807
H -3.614 -0.456 -6.390
H -1.453 -1.614 -6.553
H -0.523 2.389 -6.645

Formally, the Mulliken partial charges of the atoms, in units of the elementary charge, are as follows: number 1, Zn, carries 0.406; number 2, F, carries -0.377; number 3, O, carries -0.697; number 4, O, carries -0.754; number 5, O, carries -0.346; number 6, O, carries -0.729; number 7, O, carries -0.575; number 8, O, carries -0.723; number 9, O, carries -0.558; number 10, O, carries -0.769; number 11, N, carries 0.299; number 12, N, carries -0.129; number 13, N, carries 0.103; number 14, C, carries -0.990; number 15, C, carries -0.600; number 16, C, carries -0.291; number 17, C, carries -0.748; number 18, C, carries 0.023; number 19, C, carries -0.643; number 20, C, carries 0.731; number 21, C, carries 1.701; number 22, C, carries -0.303; number 23, C, carries -0.743; number 24, C, carries 0.440; number 25, C, carries -0.274; number 26, C, carries -0.138; number 27, C, carries 0.350; number 28, C, carries 0.161; number 29, C, carries -0.605; number 30, C, carries -0.988; number 31, C, carries -0.980; number 32, C, carries 0.188; number 33, C, carries -0.484; number 34, C, carries 0.028; number 35, C, carries -0.379; number 36, C, carries -0.983; number 37, C, carries -1.053; number 38, C, carries -0.114; number 39, H, carries 0.455; number 40, H, carries 0.363; number 41, H, carries 0.219; number 42, H, carries 0.553; number 43, H, carries 0.638; number 44, H, carries 0.484; number 45, H, carries 0.331; number 46, H, carries 0.571; number 47, H, carries 0.261; number 48, H, carries 0.335; number 49, H, carries 0.391; number 50, H, carries 0.282; number 51, H, carries 0.373; number 52, H, carries 0.660; number 53, H, carries 0.722; number 54, H, carries 0.355; number 55, H, carries 0.378; number 56, H, carries 0.377; number 57, H, carries 0.367; number 58, H, carries 0.362; number 59, H, carries 0.910; number 60, H, carries 0.625; number 61, H, carries 0.347; number 62, H, carries 0.348; number 63, H, carries 0.416; number 64, H, carries 0.423

Here is one molecule with the formula C25H26FN3OS in a non-equilibrium geometry from the OMol25 dataset. Energies are from the ωB97M-V functional and the def2-TZVPD basis.

The largest force on an atom is 0.020 hartree/bohr. As for the gap between HOMO and LUMO: 9.0224 eV. The energy relative to the best compared isomer or geometry (same formula, charge and spin) is 0.0 kcal per mole.

Cartesian coordinates (Å):
S 1.477 -1.810 2.035
F -2.269 1.767 -2.217
O 3.807 -2.066 -2.118
N 4.026 -1.637 0.100
N 0.092 -0.293 0.382
N 1.112 -2.174 -0.536
C 2.403 2.253 -1.120
C 3.331 1.230 -1.167
C 3.546 1.318 1.213
C -3.890 0.069 -2.333
C -3.389 -2.085 -1.415
C -0.373 0.195 -0.897
C -2.850 1.123 1.289
C 3.918 0.756 0.000
C -2.360 -1.069 2.121
C -0.440 0.425 1.530
C 4.837 -0.439 -0.046
C -4.204 0.842 1.347
C -4.636 -0.397 1.786
C 1.041 3.948 0.133
C 3.463 -2.234 -0.966
C -3.712 -1.351 2.179
C -2.630 0.489 -1.955
C -4.270 -1.231 -2.056
C -1.918 0.168 1.668
C -2.129 -1.646 -1.049
C -1.724 -0.343 -1.309
C 2.240 -3.086 -0.597
C 0.865 -1.388 0.541
C 2.617 2.342 1.257
C 2.033 2.824 0.093
H -4.553 0.761 -2.828
H 3.561 -1.746 0.997
H -5.253 -1.574 -2.338
H 0.265 3.815 -0.618
H 0.373 -0.009 -1.675
H -1.637 -1.810 2.428
H -3.683 -3.099 -1.195
H 3.602 0.786 -2.114
H 0.579 4.029 1.115
H 1.545 4.892 -0.078
H -0.441 1.284 -0.817
H 0.096 0.076 2.415
H 5.569 -0.411 0.764
H 3.981 0.949 2.130
H -0.242 1.491 1.392
H 2.043 -3.824 -1.376
H 0.813 -1.842 -1.442
H 2.357 -3.575 0.371
H -4.046 -2.315 2.532
H -2.517 2.092 0.942
H -5.692 -0.619 1.826
H 5.348 -0.505 -1.009
H 2.340 2.769 2.210
H 1.958 2.616 -2.036
H -4.921 1.590 1.046
H -1.459 -2.320 -0.537

Formally, the Mulliken partial charges of the atoms, in units of the elementary charge, are as follows: number 1, S, carries -0.380; number 2, F, carries -0.399; number 3, O, carries -0.659; number 4, N, carries -0.054; number 5, N, carries 0.734; number 6, N, carries -0.091; number 7, C, carries -0.475; number 8, C, carries -0.369; number 9, C, carries -0.505; number 10, C, carries -0.642; number 11, C, carries -0.859; number 12, C, carries -2.110; number 13, C, carries -0.168; number 14, C, carries 0.716; number 15, C, carries -0.289; number 16, C, carries -1.516; number 17, C, carries -1.631; number 18, C, carries -0.800; number 19, C, carries -0.514; number 20, C, carries -1.652; number 21, C, carries 0.717; number 22, C, carries -0.765; number 23, C, carries 0.570; number 24, C, carries -0.445; number 25, C, carries 0.431; number 26, C, carries -0.287; number 27, C, carries 1.084; number 28, C, carries -1.252; number 29, C, carries 0.201; number 30, C, carries -0.427; number 31, C, carries 0.783; number 32, H, carries 0.474; number 33, H, carries 0.242; number 34, H, carries 0.412; number 35, H, carries 0.313; number 36, H, carries 0.951; number 37, H, carries 0.474; number 38, H, carries 0.419; number 39, H, carries 0.411; number 40, H, carries 0.339; number 41, H, carries 0.431; number 42, H, carries 0.072; number 43, H, carries 1.031; number 44, H, carries 0.421; number 45, H, carries 0.354; number 46, H, carries 0.047; number 47, H, carries 0.442; number 48, H, carries 0.323; number 49, H, carries 0.592; number 50, H, carries 0.433; number 51, H, carries 0.459; number 52, H, carries 0.414; number 53, H, carries 0.433; number 54, H, carries 0.391; number 55, H, carries 0.407; number 56, H, carries 0.405; number 57, H, carries 0.363

Here is one molecule with the formula C25H26FNO from the OMol25 dataset. Energies are from the ωB97M-V functional and the def2-TZVPD basis.

The largest force on an atom is 0.012 hartree/bohr. As for the gap between HOMO and LUMO: 9.3418 eV.

Cartesian coordinates (Å):
F -4.836 3.343 -2.259
O 1.171 2.637 -0.929
N 1.196 -0.585 1.293
C -2.719 -1.916 1.813
C 2.325 -1.502 -0.654
C 0.300 1.765 1.141
C -2.274 1.392 -0.620
C 0.567 0.279 -0.889
C -2.056 0.596 2.749
C -1.272 3.298 -1.666
C -3.519 1.792 -1.068
C 0.231 1.710 -0.409
C -3.621 2.949 -1.818
C 0.879 0.274 -2.383
C -1.440 -1.420 1.627
C 1.718 -0.269 -0.027
C 0.300 0.411 1.879
C -3.335 0.104 2.935
C 4.181 -2.595 -1.735
C 3.625 -1.475 -1.142
C -1.098 -0.150 2.069
C 2.147 -3.798 -1.360
C 2.225 -1.027 2.207
C -1.137 2.139 -0.912
C -3.674 -1.151 2.458
C 3.444 -3.760 -1.845
C -2.510 3.711 -2.124
C 1.592 -2.677 -0.771
H -4.067 0.701 3.457
H 2.524 0.495 0.035
H -0.519 2.377 1.516
H -2.968 -2.905 1.455
H 1.227 2.286 1.396
H 0.581 -2.710 -0.398
H -0.302 -0.357 -0.713
H 2.780 -1.845 1.750
H -4.674 -1.534 2.601
H 5.194 -2.557 -2.110
H 3.877 -4.636 -2.306
H -0.394 3.879 -1.894
H -2.619 4.609 -2.711
H 1.565 -4.704 -1.443
H -4.402 1.216 -0.841
H 1.802 0.809 -2.598
H 2.938 -0.228 2.470
H 1.757 -1.395 3.119
H 0.070 0.762 -2.922
H 0.664 0.639 2.894
H -2.202 0.493 -0.032
H 4.211 -0.570 -1.058
H 0.981 -0.744 -2.749
H 2.056 2.294 -0.761
H -1.802 1.571 3.140
H -0.686 -2.020 1.143

Formally, the Mulliken partial charges of the atoms, in units of the elementary charge, are as follows: number 1, F, carries -0.352; number 2, O, carries -0.628; number 3, N, carries 0.576; number 4, C, carries -0.840; number 5, C, carries -0.627; number 6, C, carries -1.677; number 7, C, carries 0.034; number 8, C, carries 0.048; number 9, C, carries 0.099; number 10, C, carries -0.654; number 11, C, carries -0.923; number 12, C, carries 2.315; number 13, C, carries 0.301; number 14, C, carries -1.873; number 15, C, carries 0.092; number 16, C, carries 1.016; number 17, C, carries 0.008; number 18, C, carries -0.903; number 19, C, carries -0.836; number 20, C, carries -0.317; number 21, C, carries -0.428; number 22, C, carries -0.838; number 23, C, carries -1.288; number 24, C, carries -0.814; number 25, C, carries -0.523; number 26, C, carries -0.456; number 27, C, carries -0.725; number 28, C, carries -0.129; number 29, H, carries 0.400; number 30, H, carries 0.473; number 31, H, carries 0.554; number 32, H, carries 0.420; number 33, H, carries 0.462; number 34, H, carries 0.185; number 35, H, carries 0.009; number 36, H, carries 0.318; number 37, H, carries 0.416; number 38, H, carries 0.399; number 39, H, carries 0.394; number 40, H, carries 0.468; number 41, H, carries 0.463; number 42, H, carries 0.418; number 43, H, carries 0.494; number 44, H, carries 0.305; number 45, H, carries 0.395; number 46, H, carries 0.355; number 47, H, carries 0.506; number 48, H, carries 0.492; number 49, H, carries 0.173; number 50, H, carries 0.388; number 51, H, carries 0.441; number 52, H, carries 0.597; number 53, H, carries 0.435; number 54, H, carries 0.381

Here is C25H26N2O2S4W as an isolated structure from the OMol25 dataset. Energies are from the ωB97M-V functional and the def2-TZVPD basis.

The largest force on an atom is 0.007 hartree/bohr. As for the net charge: +2. As for the gap between HOMO and LUMO (spin up / spin down): 7.3414 / 7.3415 eV. The energy relative to the best compared isomer or geometry (same formula, charge and spin) is 4.4 kcal per mole.

Cartesian coordinates (Å):
W 0.902 0.243 0.607
S 0.432 -1.572 -0.660
S 4.146 -0.449 1.106
S 0.715 0.942 -2.649
S -0.623 -0.625 2.019
O 2.670 0.073 1.350
O 0.847 1.358 -1.141
N -0.185 2.325 2.630
N 0.225 2.166 1.348
C 4.130 -0.686 -0.678
C 5.539 -3.631 2.986
C 1.773 3.477 -2.956
C 0.329 2.607 -4.710
C -0.924 -2.308 1.561
C 1.938 4.642 -3.685
C 4.541 -4.579 2.807
C -0.017 3.348 0.756
C 4.016 0.673 -1.373
C -1.858 -4.473 1.963
C -0.681 -4.041 -0.095
C 3.375 -4.267 2.111
C 3.205 -3.007 1.571
C -0.571 4.246 1.654
C 4.218 -2.070 1.757
C -1.640 -3.170 2.384
C -0.661 3.550 2.846
C -0.451 -2.740 0.336
C 3.579 0.584 -2.839
C -1.382 -4.907 0.730
C 0.518 3.775 -5.435
C 2.195 0.002 -3.103
C 1.318 4.786 -4.923
C 5.377 -2.352 2.474
C 0.973 2.470 -3.487
H 2.551 5.441 -3.291
H 3.324 1.322 -0.832
H 6.132 -1.593 2.635
H 4.287 -0.037 -3.394
H 2.034 -0.121 -4.179
H 2.243 3.358 -1.989
H 4.988 1.167 -1.333
H 2.596 -5.008 1.993
H 2.296 -2.758 1.039
H -2.023 -2.824 3.335
H -0.318 1.824 -5.087
H 6.434 -3.878 3.540
H 3.300 -1.369 -0.875
H -0.137 1.550 3.275
H 4.666 -5.570 3.221
H -1.569 -5.921 0.406
H 2.040 -0.981 -2.657
H -0.866 5.264 1.470
H -2.414 -5.152 2.595
H 1.454 5.699 -5.486
H 0.221 3.483 -0.284
H 5.069 -1.196 -0.905
H -0.325 -4.368 -1.064
H 3.648 1.579 -3.281
H 0.027 3.899 -6.390
H -1.020 3.847 3.818

Formally, the Mulliken partial charges of the atoms, in units of the elementary charge, are as follows: number 1, W, carries 2.115; number 2, S, carries -0.493; number 3, S, carries 0.182; number 4, S, carries 0.122; number 5, S, carries -0.308; number 6, O, carries -0.737; number 7, O, carries -0.438; number 8, N, carries -0.053; number 9, N, carries -0.173; number 10, C, carries -0.761; number 11, C, carries -0.608; number 12, C, carries -0.283; number 13, C, carries -0.536; number 14, C, carries 0.675; number 15, C, carries -0.798; number 16, C, carries -0.503; number 17, C, carries -0.170; number 18, C, carries -0.287; number 19, C, carries -0.610; number 20, C, carries -0.608; number 21, C, carries -0.726; number 22, C, carries 0.198; number 23, C, carries -0.978; number 24, C, carries 0.815; number 25, C, carries -0.713; number 26, C, carries -0.106; number 27, C, carries 0.452; number 28, C, carries -1.136; number 29, C, carries -0.708; number 30, C, carries -0.689; number 31, C, carries -0.653; number 32, C, carries -0.532; number 33, C, carries -0.631; number 34, C, carries 0.971; number 35, H, carries 0.441; number 36, H, carries 0.077; number 37, H, carries 0.442; number 38, H, carries 0.464; number 39, H, carries 0.604; number 40, H, carries 0.348; number 41, H, carries 0.482; number 42, H, carries 0.483; number 43, H, carries 0.055; number 44, H, carries 0.453; number 45, H, carries 0.490; number 46, H, carries 0.414; number 47, H, carries 0.231; number 48, H, carries 0.171; number 49, H, carries 0.426; number 50, H, carries 0.423; number 51, H, carries 0.443; number 52, H, carries 0.430; number 53, H, carries 0.419; number 54, H, carries 0.427; number 55, H, carries 0.483; number 56, H, carries 0.680; number 57, H, carries 0.455; number 58, H, carries 0.454; number 59, H, carries 0.436; number 60, H, carries 0.479